The following is a quantum chemistry calculation of a structure of composition C17H25N4O4Pd, from the OMol25 dataset.

The geometry in XYZ format:
```
51
Properties=species:S:1:pos:R:3:nbo_charge:R:1
Pd 0.122 0.080 -0.470 1.15
C 0.572 0.693 4.134 -0.42
N 1.519 -0.105 3.331 -0.31
C 2.644 -0.781 4.002 -0.43
C 1.321 -0.205 2.048 0.64
O 0.334 0.399 1.502 -0.65
C 2.290 -0.992 1.190 -0.16
O 1.752 -1.236 -0.134 -0.54
C 1.613 -2.620 -0.541 -0.16
C 0.135 -2.995 -0.650 0.64
O -0.705 -2.079 -0.503 -0.74
N -0.176 -4.247 -0.904 -0.35
C -1.578 -4.672 -0.974 -0.43
C 0.808 -5.326 -1.032 -0.42
H 0.959 0.769 5.144 0.24
H -0.401 0.206 4.152 0.24
H 0.472 1.687 3.704 0.24
H 2.772 -0.336 4.983 0.26
H 3.570 -0.637 3.449 0.22
H 2.436 -1.844 4.128 0.23
H 2.567 -1.934 1.658 0.24
H 3.198 -0.397 1.065 0.25
H 2.149 -3.251 0.166 0.24
H 2.101 -2.711 -1.512 0.24
H -2.229 -3.815 -0.853 0.24
H -1.772 -5.394 -0.182 0.24
H -1.759 -5.148 -1.937 0.23
H 1.800 -4.948 -1.262 0.21
H 0.503 -5.974 -1.851 0.25
H 0.843 -5.917 -0.117 0.24
N -3.268 2.385 -0.417 -0.47
C -2.600 1.237 -0.500 0.26
N -1.292 1.453 -0.581 -0.54
C -1.097 2.839 -0.515 0.13
C 0.068 3.606 -0.536 -0.27
C -0.088 4.975 -0.461 -0.17
C -1.361 5.569 -0.367 -0.17
C -2.515 4.816 -0.346 -0.19
C -2.353 3.435 -0.421 0.07
H -4.271 2.464 -0.318 0.46
H -3.067 0.264 -0.475 0.25
H 1.052 3.155 -0.589 0.23
H 0.786 5.612 -0.465 0.25
H -1.432 6.646 -0.307 0.26
H -3.491 5.276 -0.268 0.26
C -0.690 2.057 -4.415 -0.82
C -0.115 0.937 -3.748 1.02
O 0.338 0.041 -3.260 -0.27
H -1.049 1.699 -5.391 0.36
H 0.092 2.814 -4.551 0.36
H -1.511 2.450 -3.804 0.35
```

Computed properties:
Net charge ... +3
LUMO (alpha / beta) ... -0.39828 / -0.40055 hartree

The following is a quantum chemistry calculation of an isolated molecule of C6H6O4S, from the OMol25 dataset.

The geometry in XYZ format:
```
17
Properties=species:S:1:pos:R:3:nbo_charge:R:1
C 1.441 0.819 -3.032 -0.27
C 0.357 0.191 -2.723 -0.48
S -0.572 0.504 -1.227 2.31
O -0.492 1.845 -0.689 -0.92
O -1.924 -0.003 -1.311 -0.92
O 0.313 -0.471 -0.255 -0.69
C 0.018 -0.435 1.137 0.17
C -1.301 -0.405 1.674 -0.34
C -1.124 -0.649 3.044 0.09
O 0.239 -0.774 3.277 -0.40
C 0.897 -0.642 2.116 0.06
H 2.044 0.733 -3.962 0.22
H 1.873 1.587 -2.402 0.22
H 0.075 -0.790 -2.925 0.24
H -2.167 -0.231 1.078 0.26
H -1.702 -0.630 3.958 0.22
H 2.025 -0.650 2.244 0.22
```

Computed properties:
LUMO ... 0.00295 hartree
Structure (SMILES) ... C=CS(=O)(=O)Oc1ccoc1

The following is a quantum chemistry calculation of a cluster of 2 separate species, C2H6OS2 in total, from the OMol25 dataset.

The geometry in XYZ format:
```
11
Properties=species:S:1:pos:R:3:nbo_charge:R:1
C 0.150 -0.976 -1.068 -0.73
C 0.299 -0.616 0.370 -0.19
S 1.727 -0.037 0.982 -0.09
S -1.087 -0.910 1.456 0.12
H 1.224 -1.291 -1.377 0.26
H -0.667 -1.766 -1.081 0.23
H -0.260 -0.072 -1.475 0.27
H -0.434 -0.676 2.492 0.12
O -0.611 1.855 0.014 -0.96
H 0.336 1.812 0.276 0.49
H -0.677 2.676 -0.589 0.48
```

Computed properties:
LUMO ... -0.00879 hartree
Structure (SMILES) ... CC(=S)S.O

The following is a quantum chemistry calculation of a structure of composition C14H17IrN3O3, from the OMol25 dataset.

The geometry in XYZ format:
```
38
Properties=species:S:1:pos:R:3:nbo_charge:R:1
N 0.110 2.256 -0.222 -0.62
C 0.156 3.399 -0.204 0.60
C 0.228 4.833 -0.226 -0.79
H -0.785 5.279 -0.298 0.33
H 0.822 5.189 -1.093 0.33
H 0.707 5.220 0.698 0.33
N 1.839 -1.199 -0.566 -0.63
C 2.793 -1.820 -0.709 0.70
C 3.980 -2.592 -0.947 -0.80
H 4.613 -2.120 -1.726 0.35
H 3.726 -3.617 -1.286 0.35
H 4.586 -2.680 -0.021 0.35
N -2.019 -1.011 -0.221 -0.62
C -3.046 -1.515 -0.203 0.60
C -4.330 -2.159 -0.226 -0.79
H -4.363 -3.001 0.496 0.33
H -4.555 -2.563 -1.233 0.33
H -5.135 -1.446 0.045 0.33
Ir 0.142 -0.093 0.156 1.53
C 0.021 -1.670 1.302 0.45
O 0.045 -2.595 2.049 -0.22
C 1.536 0.656 1.302 0.45
O 2.392 1.009 2.049 -0.22
C 0.469 1.374 -3.329 -0.19
C -0.900 1.442 -3.209 -0.02
C -1.684 0.233 -3.210 0.00
C -1.063 -0.990 -3.329 -0.24
C 0.371 -1.061 -3.454 -0.03
C 1.119 0.094 -3.454 -0.03
H 1.071 2.244 -3.358 0.26
H -1.409 2.367 -3.140 0.26
H -2.736 0.320 -3.142 0.26
H -1.612 -1.894 -3.355 0.27
H 0.815 -2.014 -3.570 0.26
H 2.171 0.078 -3.568 0.26
O -1.356 0.884 1.352 -0.79
H -1.666 0.161 1.882 0.53
H -0.820 1.459 1.883 0.53
```

Computed properties:
Net charge ... +4
LUMO (alpha / beta) ... -0.52670 / -0.69101 hartree
Spin multiplicity ... 6
Expectation value of S² ... 8.783

The following is a quantum chemistry calculation of a cluster of 8 separate species, C7H28BF4N14O7 in total, from the OMol25 dataset.

The geometry in XYZ format:
```
61
Properties=species:S:1:pos:R:3:nbo_charge:R:1
B -0.088 -0.267 -0.278 1.35
F -1.501 -0.511 -0.145 -0.58
F -0.018 1.083 -0.119 -0.55
F 0.540 -0.764 0.863 -0.57
F 0.455 -0.726 -1.495 -0.56
C -4.587 0.802 0.717 0.74
O -3.969 0.786 1.747 -0.67
N -4.257 0.232 -0.376 -0.83
N -5.761 1.313 0.629 -0.82
H -4.563 0.604 -1.264 0.38
H -3.342 -0.194 -0.355 0.43
H -5.862 1.988 1.373 0.40
H -6.249 1.436 -0.247 0.38
C 1.295 -1.468 4.616 0.74
O 0.215 -1.931 5.013 -0.67
N 2.364 -1.415 5.382 -0.83
N 1.583 -1.032 3.471 -0.81
H 3.125 -1.151 4.773 0.36
H 2.543 -1.844 6.279 0.41
H 2.400 -0.453 3.343 0.37
H 0.965 -1.005 2.673 0.43
C -0.574 2.767 2.834 0.75
O -0.796 3.749 3.522 -0.70
N 0.545 2.506 2.233 -0.84
N -1.489 2.033 2.327 -0.81
H 0.405 1.864 1.465 0.39
H 1.386 3.057 2.326 0.40
H -2.397 2.366 2.618 0.41
H -1.388 1.708 1.376 0.39
C -1.116 -4.479 1.337 0.75
O -1.048 -5.613 1.802 -0.67
N -0.144 -3.610 1.512 -0.85
N -2.078 -3.816 0.727 -0.82
H 0.752 -4.063 1.619 0.39
H -0.257 -2.611 1.408 0.41
H -2.846 -4.297 0.280 0.38
H -1.767 -3.049 0.148 0.39
C 2.907 2.637 -0.709 0.75
O 3.635 3.611 -0.782 -0.69
N 3.197 1.626 0.098 -0.86
N 1.811 2.508 -1.431 -0.85
H 2.558 0.928 0.452 0.39
H 4.106 1.664 0.537 0.40
H 1.167 1.777 -1.162 0.41
H 1.615 3.274 -2.059 0.41
C 3.317 -1.196 -3.874 0.75
O 4.095 -1.300 -4.748 -0.66
N 3.202 -0.044 -3.226 -0.83
N 2.679 -2.163 -3.234 -0.85
H 2.604 -0.102 -2.414 0.38
H 3.411 0.838 -3.673 0.41
H 2.049 -1.960 -2.472 0.40
H 2.680 -3.051 -3.715 0.40
C -1.130 1.252 -4.219 0.74
O -1.709 2.101 -4.868 -0.69
N -1.422 0.825 -3.070 -0.83
N -0.184 0.540 -4.669 -0.82
H -0.630 0.440 -2.577 0.40
H -1.984 1.442 -2.501 0.40
H -0.374 -0.306 -4.150 0.39
H -0.076 0.661 -5.666 0.41
```

Computed properties:
Net charge ... -1
LUMO ... 0.07759 hartree

The following is a quantum chemistry calculation of a cluster of 2 separate species, C4H15N2OS in total, from the OMol25 dataset.

The geometry in XYZ format:
```
23
Properties=species:S:1:pos:R:3:nbo_charge:R:1
C -0.512 0.181 1.017 -0.25
N 0.140 -0.049 -0.272 -0.70
C -0.875 -0.500 -1.287 -0.25
C -1.472 0.528 -2.226 -0.50
S -2.708 1.627 -1.313 -0.04
C -0.238 -1.063 1.999 -0.25
N 1.183 -1.531 1.591 -0.72
H -1.607 0.376 0.915 0.23
H -0.104 1.165 1.576 0.22
H 0.783 0.703 -0.578 0.43
H -1.676 -1.168 -0.904 0.21
H -0.266 -1.230 -1.868 0.21
H -0.607 1.179 -2.567 0.23
H -2.038 0.119 -3.061 0.24
H -3.084 0.648 -0.477 0.10
H -1.029 -1.860 1.815 0.23
H -0.237 -0.720 3.043 0.24
H 1.087 -2.579 1.598 0.44
H 1.917 -1.263 2.240 0.44
H 1.371 -1.164 0.598 0.47
H 3.975 1.798 -0.901 0.49
H 2.971 2.885 -0.390 0.49
O 3.025 1.919 -0.549 -0.97
```

Computed properties:
Net charge ... +1
LUMO ... -0.11736 hartree

The following is a quantum chemistry calculation of the ion C7H11N3 with charge +2, from the OMol25 dataset.

The geometry in XYZ format:
```
21
Properties=species:S:1:pos:R:3:nbo_charge:R:1
C -2.017 1.208 0.375 -0.26
C -0.863 1.701 -0.225 0.02
C 1.525 1.416 -0.449 0.39
C 2.364 -0.311 0.899 0.23
C -2.089 -0.040 0.940 -0.31
C 0.143 -0.464 -0.005 0.61
C -0.454 -1.331 -1.009 -0.79
N 0.228 0.977 -0.229 -0.43
N 2.512 0.863 0.174 -0.44
N 1.192 -0.944 0.608 -0.53
H -2.883 1.873 0.251 0.29
H -0.746 2.778 -0.517 0.27
H 1.754 2.201 -1.290 0.31
H 3.266 -0.745 1.262 0.28
H -3.053 -0.103 1.528 0.28
H -1.492 -0.880 0.963 0.19
H -0.135 -0.944 -2.062 0.32
H -1.532 -1.312 -1.117 0.31
H -0.208 -2.369 -1.264 0.32
H 3.343 1.339 0.206 0.47
H 1.115 -1.988 0.752 0.49
```

Computed properties:
Net charge ... +2
LUMO (alpha / beta) ... -0.36552 / -0.40577 hartree
Spin multiplicity ... 3
Expectation value of S² ... 2.038

no.,strongest force on any atom (eV Å⁻¹)
1,0.7
2,3.2
3,3.6
4,12.5
5,8.3
6,3.0
7,6.4